Entry 1:
20
Properties=species:S:1:pos:R:3:nbo_charge:R:1 method="wB97M-V/def2-TZVPD" fmax_ev_per_a=3.520 homo_lumo_gap_ev="8.22 / 8.18" smiles="C[C@@H](OO)[C@H](C=O)O[N+](=O)[O-].O=O" multiplicity=1 e_homo_ev="-10.1 / -10.1"
C 0.1383 -1.8780 -0.1995 -0.64
C -0.2131 -0.4310 -0.4567 0.09
O -1.3048 -0.0164 0.3564 -0.27
O -2.2120 -1.1450 0.2171 -0.47
C 0.9327 0.5585 -0.1656 -0.08
C 0.5162 2.0212 -0.4962 0.43
O -0.3880 2.6384 0.0331 -0.48
O 2.0816 0.1453 -0.8996 -0.36
N 3.2803 0.5388 -0.0834 0.71
O 4.3218 0.1828 -0.5833 -0.29
O 3.0282 1.1433 0.9386 -0.33
H 1.0050 -2.1553 -0.8115 0.22
H 0.3907 -2.0112 0.8642 0.21
H -0.7031 -2.5293 -0.4481 0.25
H -0.4779 -0.3636 -1.5223 0.17
H -3.0506 -0.7149 0.4473 0.47
H 1.0160 0.5225 0.9249 0.25
H 1.1901 2.3954 -1.3056 0.11
O -4.9921 0.3896 1.0329 -0.02
O -4.5592 0.7089 2.1572 0.03

Entry 2:
144
Properties=species:S:1:pos:R:3:lowdin_spin:R:1 method="wB97M-V/def2-TZVPD" fmax_ev_per_a=3.176 homo_lumo_gap_ev="1.37 / 8.55" s_squared=0.750 total_charge=-1 multiplicity=2 e_homo_ev="0.6 / -6.5"
C -0.9842 25.2128 2.7099 0.00
C -0.4344 23.7853 2.4931 0.00
O 0.3350 23.6560 1.2992 0.00
O -1.9328 25.4798 1.7255 0.00
H -0.2161 25.9845 2.7615 0.00
H -1.5658 25.2796 3.6293 0.00
H -1.2247 23.0381 2.4210 0.00
H 0.2030 23.5057 3.3318 0.00
H -0.3091 23.4330 0.6231 0.00
H -1.4960 25.5352 0.8724 0.00
C 2.8787 24.7093 6.2870 0.02
C 4.3040 25.3214 6.3729 0.09
O 5.0753 24.9986 5.1843 0.11
O 2.1725 25.2084 5.1478 0.03
H 2.3772 24.9142 7.2329 0.01
H 3.0335 23.6316 6.2342 0.00
H 4.8925 25.0252 7.2413 0.01
H 4.1516 26.3995 6.3236 0.05
H 5.6621 25.7521 5.0867 0.09
H 2.7520 25.0985 4.3904 0.00
C 3.1199 19.4307 5.8632 0.00
C 4.5110 19.3944 6.5033 0.00
O 5.4618 19.9012 5.6570 0.00
O 2.6869 20.7834 5.8767 0.00
H 2.3652 18.8625 6.4070 0.00
H 3.1311 19.0438 4.8442 0.00
H 4.7026 18.3285 6.6269 0.00
H 4.6135 19.7546 7.5270 0.00
H 5.2732 20.8424 5.6427 0.00
H 3.3942 21.2516 5.4271 0.00
C 4.4347 21.9001 3.3814 0.01
C 3.0457 22.1899 2.8326 0.00
O 2.8307 23.5654 2.6448 0.00
O 4.4965 22.3526 4.7139 0.01
H 5.2405 22.4081 2.8516 0.01
H 4.4227 20.8112 3.3349 0.00
H 2.2636 21.8222 3.4968 0.00
H 2.8875 21.6512 1.8983 0.00
H 1.9768 23.6777 2.2206 0.00
H 4.7192 23.2849 4.6602 0.00
C -0.2343 22.6610 6.4062 0.00
C -0.3349 21.4117 5.6170 0.00
O -1.7196 21.2974 5.1566 0.00
O -1.0642 22.5981 7.6078 0.01
H -0.4925 23.5295 5.8002 0.00
H 0.7921 22.9109 6.6746 0.00
H -0.1699 20.5041 6.1976 0.00
H 0.4630 21.5121 4.8813 0.00
H -2.3071 21.1592 5.9031 0.00
H -0.5591 23.0066 8.3146 0.00
C 4.9130 23.6712 -0.2046 0.01
C 3.4686 23.4928 -0.7361 0.00
O 2.9911 24.7284 -1.2264 0.00
O 4.8977 24.6964 0.7356 0.05
H 5.5210 23.9890 -1.0516 0.00
H 5.3282 22.8082 0.3158 0.00
H 2.8091 23.1384 0.0562 0.00
H 3.3804 22.6751 -1.4514 0.00
H 2.6080 25.1873 -0.4752 0.00
H 4.2570 24.4056 1.3887 0.00
C 9.1611 29.2106 6.8181 0.06
O 9.2724 27.9176 6.2971 0.05
C 10.3274 27.8795 5.2394 0.03
C 10.7265 26.5344 4.5711 0.03
N 11.2888 25.5078 5.3577 0.00
C 10.3729 24.9691 6.3886 0.01
C 9.2594 24.1507 5.7232 0.02
O 8.4946 23.5793 6.7100 0.01
C 7.4227 22.8129 6.1776 0.02
H 8.2912 29.2080 7.4748 0.02
H 9.0605 29.9981 6.0712 0.01
H 10.0094 29.3206 7.4936 0.00
H 11.2785 28.2488 5.6229 0.00
H 9.9872 28.5597 4.4585 0.01
H 11.4951 26.8195 3.8528 0.00
H 9.9866 26.0175 3.9600 0.02
H 12.0717 25.8652 5.8863 0.00
H 10.0534 25.7447 7.0847 0.00
H 10.9764 24.2299 6.9154 0.00
H 9.5974 23.4208 4.9877 0.01
H 8.6740 24.8860 5.1710 0.02
H 6.9497 23.2062 5.2778 0.01
H 6.6789 22.8074 6.9744 0.00
H 7.6580 21.7812 5.9163 0.00
C -2.5000 22.0698 0.0129 0.00
O -1.5433 22.9657 -0.5304 0.00
C -2.0247 23.8575 -1.4197 0.00
C -1.0140 24.8987 -1.9149 0.00
N -0.5285 25.7119 -0.7501 0.00
C 0.3478 26.8067 -1.1271 0.00
C 1.0766 27.3137 0.1585 0.00
O 1.9052 26.3223 0.8264 0.01
C 2.5940 26.7992 2.0135 0.04
H -2.9506 22.6699 0.8035 0.00
H -1.9426 21.2573 0.4789 0.00
H -3.3062 21.6113 -0.5597 0.00
H -2.8944 24.3914 -1.0366 0.00
H -2.4448 23.3093 -2.2630 0.00
H -1.5080 25.4880 -2.6874 0.00
H -0.2150 24.2991 -2.3510 0.00
H 0.0582 25.1763 -0.1264 0.00
H -0.1577 27.6150 -1.6554 0.00
H 1.1094 26.4719 -1.8314 0.00
H 0.3723 27.6269 0.9292 0.00
H 1.6648 28.2087 -0.0441 0.00
H 3.0862 27.7588 1.8555 0.03
H 3.3164 26.0070 2.2101 0.01
H 1.8591 26.8726 2.8151 0.00
C 1.1668 20.0216 -0.0145 0.00
O 0.7617 19.2594 -1.1849 0.00
C 1.7777 18.3776 -1.6883 0.00
C 2.1540 18.8960 -3.0449 0.00
N 2.7445 20.2338 -2.9929 0.00
C 3.1068 20.7678 -4.3002 0.00
C 1.8332 21.3106 -4.9739 0.00
O 1.0596 22.1118 -4.0920 0.00
C -0.1918 22.3518 -4.7658 0.00
H 0.4739 20.8021 0.2998 0.00
H 2.1569 20.4718 -0.0860 0.00
H 1.3189 19.3418 0.8238 0.00
H 1.4221 17.3473 -1.7007 0.00
H 2.6992 18.3065 -1.1104 0.00
H 1.3915 19.0094 -3.8156 0.00
H 2.7748 18.1358 -3.5192 0.00
H 2.0961 20.9042 -2.6053 0.00
H 3.5354 20.0688 -5.0183 0.00
H 3.8811 21.5339 -4.2600 0.00
H 1.2783 20.4964 -5.4401 0.00
H 2.1840 22.0038 -5.7384 0.00
H -0.1290 22.9587 -5.6691 0.00
H -0.8950 22.8781 -4.1204 0.00
H -0.6885 21.4219 -5.0426 0.00
C 5.5985 19.2129 -1.0590 0.00
C 5.0618 19.0009 0.4044 0.00
C 5.8089 17.9610 1.2099 0.00
O 5.3490 20.2363 0.9985 0.01
H 5.7464 18.2411 -1.5299 0.00
H 6.5254 19.7863 -1.0480 0.00
H 4.9058 19.7046 -1.7420 0.00
H 3.9985 18.7639 0.4411 0.00
H 5.5001 17.9630 2.2553 0.00
H 6.8750 18.1833 1.1651 0.00
H 5.5072 17.0100 0.7710 0.00
H 6.3040 20.2883 1.0807 0.00

Entry 3:
5
Properties=species:S:1:pos:R:3:nbo_charge:R:1 method="wB97M-V/def2-TZVPD" fmax_ev_per_a=9.215 homo_lumo_gap_ev=10.63 smiles="F/C=N/F" multiplicity=1 e_homo_ev=-10.4 relative_energy_kj_mol=358.4
F 1.3353 0.9175 0.6965 -0.28
C 0.2997 0.1846 0.3473 0.39
N -0.2870 0.1752 -1.0225 -0.05
F -1.2330 -0.7302 -1.0964 -0.21
H -0.1151 -0.5472 1.0751 0.16